## one
Computed, not measured: a cluster of 2 separate species, C7H18N2 in total, with ωB97M-V with the def2-TZVPD basis set.

## Properties
- frontier orbital gap (eV) = 8.2
- structure (SMILES) = C/C(N)=C/N.CC(C)C
- highest occupied orbital energy (eV) = -7.30

```
! wB97M-V def2-TZVPD RIJCOSX def2/J DEFGRID3
* xyz 0 1
C 0.555 -1.386 0.253
C 1.988 -1.896 0.157
C -0.457 -2.484 -0.063
C 0.270 -0.711 1.566
H 0.421 -0.575 -0.533
H 2.696 -1.091 0.349
H 2.190 -2.309 -0.831
H 2.164 -2.677 0.898
H -0.371 -3.301 0.653
H -0.526 0.102 1.326
H -1.474 -2.096 -0.012
H -0.294 -2.889 -1.062
H 0.014 -1.422 2.358
H 1.095 -0.095 1.915
C 0.476 2.697 0.402
C -0.550 1.763 -0.183
N -1.887 1.946 0.262
N -1.310 0.526 -2.141
C -0.296 1.108 -1.345
H -2.544 2.126 -0.485
H -1.979 2.654 0.977
H -2.094 0.213 -1.580
H -0.961 -0.223 -2.725
H 0.657 1.232 -1.838
H 1.474 2.443 0.056
H 0.281 3.736 0.135
H 0.460 2.609 1.490
*
```

Results of the Löwdin charge analysis, in e, for atoms 1 through 8:
1 C -0.52
2 C -0.09
3 C -0.09
4 C -0.09
5 H 0.08
6 H 0.07
7 H 0.07
8 H 0.08

---

## two
Computed, not measured: a cluster of 3 separate species, C7H18N2 in total, with ωB97M-V with the def2-TZVPD basis set.

## Properties
- frontier orbital gap (alpha / beta) (eV) = 7.6 / 7.6
- highest occupied orbital energy (alpha / beta) (eV) = -6.75 / -6.75

```
! wB97M-V def2-TZVPD RIJCOSX def2/J DEFGRID3
* xyz 0 1
C -0.507 0.968 -0.137
C -0.295 -0.441 0.011
C 1.689 0.133 0.369
C -0.549 1.925 1.024
C -0.236 -1.341 -1.207
C -0.632 -1.172 1.289
C 2.592 -0.962 -0.142
N -0.309 1.567 -1.357
N -2.544 0.427 -0.275
H -0.892 1.253 -2.118
H -0.232 2.572 -1.343
H -2.710 0.116 -1.234
H -2.981 -0.277 0.320
H 1.951 1.096 -0.066
H 1.700 0.216 1.455
H -1.541 2.383 1.022
H 0.201 2.711 0.913
H -0.393 1.457 1.992
H -1.241 -1.656 -1.488
H 0.234 -0.860 -2.067
H 0.338 -2.240 -0.976
H 0.221 -1.768 1.628
H -1.465 -1.853 1.108
H -0.929 -0.511 2.101
H 2.576 -1.026 -1.233
H 2.320 -1.943 0.258
H 3.634 -0.777 0.151
*
```

Results of the Löwdin charge analysis, in e, for atoms 1 through 8:
1 C -0.44
2 C -0.39
3 C -0.12
4 C -0.04
5 C -0.06
6 C -0.06
7 C -0.16
8 N 0.13

---

Pick one: it beats the second-best structure by 2.925 eV.